ORCA calculation (wB97M-V/def2-TZVPD) on a 2-piece molecular cluster, H4N2O2S2 overall in a non-equilibrium geometry.

```
10
Properties=species:S:1:pos:R:3:lowdin_charge:R:1
N -0.25 -0.01 -0.72 -0.0053
N 1.23 -0.29 1.75 -0.2281
O -0.92 -2.72 3.09 -0.6604
O 1.70 -1.95 -0.12 -0.4263
S -0.07 -3.28 2.06 0.6837
S 0.80 -1.55 0.90 0.5655
H -1.18 0.11 -0.50 0.0091
H 0.34 0.65 -0.26 -0.0006
H -0.20 0.30 -1.73 0.0840
H 0.82 -0.27 2.65 -0.0216
```

The total energy is -1058.62715 Eh. The calculation puts the relative energy (zero: lowest compared OMol25 entry of this formula, charge and spin) at 210.92 kJ/mol. As for the LUMO energy (alpha / beta): -0.0627 / -0.0618 Ha. As for the charge: 0.